# 1
This record from OMol25 describes an isolated molecule of C12H11IS at a distorted geometry. The level of theory is the ωB97M-V functional and the def2-TZVPD basis.

The geometry in ORCA input format:
```
! wB97M-V def2-TZVPD RIJCOSX def2/J DEFGRID3
* xyz 0 1
I 1.603 -1.370 2.847
C 0.135 -1.591 1.360
C -0.035 -0.676 0.276
C 0.601 0.585 -0.062
C -0.068 1.270 -1.012
S -1.429 0.434 -1.683
C -1.261 -0.926 -0.563
C -1.910 -2.115 -0.553
C -1.582 -3.269 0.291
C -0.888 -2.676 1.546
C 0.201 2.611 -1.641
C 1.026 3.320 -0.560
C 2.167 2.429 -0.023
C 1.931 1.152 0.279
H -2.643 -2.210 -1.265
H -2.329 -3.840 0.704
H -0.951 -3.987 -0.143
H -0.528 -3.610 2.215
H -1.835 -2.341 2.124
H 0.774 2.558 -2.623
H -0.624 3.179 -1.741
H 0.346 3.580 0.179
H 1.610 4.252 -0.748
H 3.114 2.768 0.179
H 2.577 0.474 0.618
*
```

Results
**Strongest force on any atom**: 5.0 eV Å⁻¹
**Kohn-Sham gap**: 7.11 eV
**E_HOMO**: -7.1048 eV
**E_LUMO**: 0.01 eV

Atom charges from the Löwdin analysis, given in e for atoms 1 to 6: 0.8855, -0.6415, -0.2101, -0.2087, -0.4808, 1.0458

***

# 2
This record from OMol25 describes a cluster of 4 separate species, C4H14NO3 in total at a distorted geometry. The level of theory is the ωB97M-V functional and the def2-TZVPD basis.

The geometry in ORCA input format:
```
! wB97M-V def2-TZVPD RIJCOSX def2/J DEFGRID3
* xyz 1 1
C -4.153 1.346 -1.279
C -2.842 0.588 -1.221
C -1.646 1.203 -0.906
N -0.469 0.384 -0.590
C 0.581 0.867 -0.067
H -4.117 2.312 -1.907
H -4.869 0.792 -2.035
H -4.453 1.653 -0.314
H -2.965 -0.613 -1.355
H -1.469 2.152 -1.286
H -0.473 -0.575 -0.779
H 1.505 0.310 0.419
H 0.756 1.916 0.112
H -0.681 -2.636 0.281
H 0.809 -2.316 0.050
O -0.091 -1.866 0.097
H 5.172 1.347 3.435
H 6.122 0.235 3.233
O 5.217 0.463 2.857
H 2.361 -2.443 1.112
H 3.200 -2.879 -0.058
O 2.505 -2.239 0.200
*
```

Results
**Strongest force on any atom**: 5.0 eV Å⁻¹
**Energy above the lowest of the compared OMol25 structures with the same formula, charge and spin**: 3.3801 eV
**Kohn-Sham gap**: 9.43 eV
**E_HOMO**: -13.5645 eV
**E_LUMO**: -4.13 eV

Atom charges from the Löwdin analysis, given in e for atoms 1 to 6: -0.1020, -0.0890, -0.0508, 0.0334, 0.1434, 0.1067

***

# 3
This record from OMol25 describes an isolated molecule of C2H5NO. The level of theory is the ωB97M-V functional and the def2-TZVPD basis.

The geometry in ORCA input format:
```
! wB97M-V def2-TZVPD RIJCOSX def2/J DEFGRID3
* xyz 0 1
N 1.423 -0.720 -0.167
C 0.588 0.177 0.617
C -0.649 0.618 -0.135
O -1.632 -0.079 -0.238
H 1.707 -0.292 -1.044
H 0.931 -1.570 -0.433
H 1.189 1.065 0.852
H 0.314 -0.268 1.563
H -0.639 1.578 -0.680
*
```

Results
**Strongest force on any atom**: 1.0 eV Å⁻¹
**Energy above the lowest of the compared OMol25 structures with the same formula, charge and spin**: 1.2862 eV
**Kohn-Sham gap**: 10.25 eV
**E_HOMO**: -9.4087 eV
**E_LUMO**: 0.84 eV

Atom charges from the Löwdin analysis, given in e for atoms 1 to 6: 0.0014, -0.2601, -0.2600, 0.0397, 0.0691, 0.0751

***

# 4
This record from OMol25 describes a structure of composition C3H8FeO3 at a distorted geometry. The level of theory is the ωB97M-V functional and the def2-TZVPD basis.

The geometry in ORCA input format:
```
! wB97M-V def2-TZVPD RIJCOSX def2/J DEFGRID3
* xyz 1 6
O 1.931 0.257 0.523
C 1.247 -0.937 0.528
C -0.308 -0.299 0.830
O 0.202 0.446 2.488
Fe 1.987 1.010 2.268
H 1.358 -1.730 1.278
H 1.246 -1.436 -0.449
H -0.980 -1.165 0.724
H -0.924 0.606 0.721
O -0.078 0.422 -1.190
H 1.012 0.825 -0.735
C -1.398 0.499 -1.661
H -1.858 -0.496 -1.572
H -2.011 1.176 -1.044
H -1.428 0.822 -2.710
*
```

Results
**Strongest force on any atom**: 4.6 eV Å⁻¹
**Energy above the lowest of the compared OMol25 structures with the same formula, charge and spin**: 6.7111 eV
**Kohn-Sham gap (alpha / beta)**: 7.46 / 6.71 eV
**E_HOMO (alpha / beta)**: -13.5057 / -13.3505 eV
**E_LUMO (alpha / beta)**: -6.05 / -6.64 eV

Atom charges from the Löwdin analysis, given in e for atoms 1 to 6: -0.3528, -0.2498, 0.0795, -0.2607, 1.1853, 0.1231

***

# 5
This record from OMol25 describes an isolated molecule of C29H31N3O7. The level of theory is the ωB97M-V functional and the def2-TZVPD basis.

The geometry in ORCA input format:
```
! wB97M-V def2-TZVPD RIJCOSX def2/J DEFGRID3
* xyz 0 1
C 7.018 -2.254 2.638
O 6.283 -1.142 3.082
C 5.100 -0.862 2.473
C 4.541 -1.590 1.435
C 3.335 -1.211 0.869
C 2.664 -0.092 1.340
C 1.370 0.320 0.793
N 0.486 0.768 1.653
C -0.769 1.010 1.231
C -1.738 1.515 2.120
C -3.036 1.643 1.713
C -3.423 1.289 0.402
C -4.833 1.427 -0.067
O -5.120 1.713 -1.212
N -5.773 1.233 0.899
C -7.176 1.180 0.579
C -7.637 -0.279 0.403
O -8.938 -0.417 -0.086
C -9.955 0.175 0.702
O -7.458 -0.907 1.648
C -7.574 -2.314 1.599
C -2.485 0.839 -0.497
C -1.143 0.699 -0.105
N -0.205 0.338 -1.000
C 1.038 0.208 -0.603
C 2.037 -0.014 -1.650
C 3.305 0.545 -1.590
C 4.205 0.341 -2.623
C 3.860 -0.421 -3.729
O 4.675 -0.689 -4.783
C 5.975 -0.155 -4.779
C 2.559 -0.973 -3.807
O 2.294 -1.690 -4.932
C 0.998 -2.211 -5.095
C 1.669 -0.757 -2.775
C 3.203 0.629 2.409
C 4.410 0.268 2.974
O 5.019 0.918 4.002
C 4.363 2.027 4.566
H 7.305 -2.154 1.586
H 7.915 -2.278 3.255
H 6.461 -3.187 2.774
H 5.040 -2.467 1.055
H 2.915 -1.804 0.072
H -1.428 1.781 3.119
H -3.773 2.046 2.392
H -5.507 0.786 1.763
H -7.742 1.645 1.389
H -7.328 1.718 -0.358
H -7.012 -0.767 -0.365
H -10.007 1.256 0.537
H -9.796 -0.027 1.764
H -10.889 -0.282 0.379
H -8.545 -2.616 1.197
H -7.471 -2.665 2.623
H -6.782 -2.744 0.975
H -2.769 0.605 -1.512
H 3.593 1.159 -0.751
H 5.182 0.791 -2.555
H 6.561 -0.524 -3.930
H 5.961 0.940 -4.761
H 6.433 -0.493 -5.707
H 1.000 -2.704 -6.066
H 0.242 -1.420 -5.091
H 0.758 -2.945 -4.318
H 0.668 -1.153 -2.806
H 2.646 1.478 2.770
H 3.385 1.752 4.974
H 4.238 2.835 3.838
H 5.009 2.368 5.374
*
```

Results
**Strongest force on any atom**: 0.8 eV Å⁻¹
**Energy above the lowest of the compared OMol25 structures with the same formula, charge and spin**: 0.4888 eV
**Kohn-Sham gap**: 7.29 eV
**E_HOMO**: -7.5884 eV
**E_LUMO**: -0.30 eV

Atom charges from the Löwdin analysis, given in e for atoms 1 to 6: -0.0832, -0.0615, -0.1952, -0.0002, -0.0331, -0.1868

***

# 6
This record from OMol25 describes a cluster of 9 separate species, C19H58N16O11 in total at a distorted geometry. The level of theory is the ωB97M-V functional and the def2-TZVPD basis.

The geometry in ORCA input format:
```
! wB97M-V def2-TZVPD RIJCOSX def2/J DEFGRID3
* xyz 0 1
C -1.568 -8.314 -0.146
O -2.370 -7.656 0.462
C -1.975 -6.259 0.452
C -2.908 -5.446 1.321
N -2.929 -4.050 0.885
C -3.613 -2.964 1.631
C -3.004 -1.538 1.460
O -3.879 -0.671 2.197
C -5.154 -0.384 1.701
H -1.726 -8.141 -1.116
H -1.827 -9.323 0.094
H -0.500 -8.131 0.137
H -2.000 -6.041 -0.575
H -0.955 -6.255 0.786
H -2.629 -5.494 2.388
H -3.747 -5.887 1.134
H -3.330 -3.985 -0.098
H -3.740 -3.086 2.703
H -4.655 -2.996 1.372
H -3.070 -1.319 0.415
H -2.038 -1.385 1.832
H -5.810 -1.190 1.938
H -5.251 -0.369 0.648
H -5.591 0.456 2.128
C 4.093 9.162 -6.975
O 4.379 8.409 -6.093
C 3.318 8.122 -5.212
C 3.694 6.918 -4.434
N 2.683 6.506 -3.456
C 3.329 5.500 -2.602
C 2.221 4.696 -1.808
O 2.720 3.671 -0.937
C 3.337 2.534 -1.448
H 4.843 9.204 -7.752
H 4.126 10.236 -6.690
H 3.155 8.932 -7.426
H 2.479 7.678 -5.799
H 3.130 9.008 -4.509
H 4.649 7.244 -3.960
H 3.773 6.025 -5.054
H 1.952 6.002 -3.949
H 3.981 5.709 -1.829
H 3.826 4.703 -3.143
H 1.512 4.347 -2.438
H 1.707 5.332 -1.127
H 4.376 2.679 -1.565
H 2.938 2.252 -2.368
H 3.251 1.766 -0.730
N -0.867 1.521 3.188
C -0.474 2.728 3.445
N 0.799 2.772 3.122
O -1.210 3.628 3.864
H -1.821 1.452 3.573
H -0.303 0.695 3.429
H 1.322 3.618 3.343
H 1.271 1.887 3.321
N -0.095 -3.621 -2.965
C 0.251 -3.360 -1.752
N 0.360 -2.095 -1.604
O 0.252 -4.183 -0.854
H -0.388 -2.945 -3.608
H 0.027 -4.684 -3.087
H 0.545 -1.369 -2.331
H 0.650 -1.855 -0.604
N -0.015 0.116 6.005
C 0.755 -0.362 5.136
N 0.108 -1.208 4.380
O 1.881 0.023 4.925
H 0.373 0.893 6.499
H -1.057 0.081 6.086
H 0.658 -1.885 3.828
H -0.840 -1.393 4.559
N -0.201 -3.406 1.770
C -0.009 -3.866 3.004
N 1.213 -3.731 3.435
O -0.889 -4.273 3.653
H 0.374 -3.864 1.026
H -1.238 -3.447 1.593
H 1.430 -3.961 4.386
H 1.912 -3.302 2.890
N 0.577 -1.079 0.793
C 1.831 -1.012 1.146
N 2.225 0.187 0.995
O 2.554 -1.831 1.633
H 0.102 -1.933 1.220
H -0.057 -0.278 0.550
H 3.143 0.228 1.350
H 1.633 0.944 0.750
N -2.142 -1.273 -1.976
C -3.034 -2.190 -1.969
N -2.633 -3.436 -2.067
O -4.191 -1.890 -2.002
H -2.477 -0.363 -1.912
H -1.161 -1.462 -1.702
H -3.342 -4.027 -2.386
H -1.705 -3.776 -2.358
N -0.936 1.284 0.423
C -0.230 2.050 -0.246
N 0.767 2.537 0.438
O -0.259 2.072 -1.515
H -1.778 0.995 0.010
H -0.969 1.533 1.437
H 1.357 3.150 -0.200
H 0.750 2.760 1.486
*
```

Results
**Strongest force on any atom**: 14.4 eV Å⁻¹
**Energy above the lowest of the compared OMol25 structures with the same formula, charge and spin**: 9.9478 eV
**Kohn-Sham gap**: 8.93 eV
**E_HOMO**: -8.7161 eV
**E_LUMO**: 0.21 eV

Atom charges from the Löwdin analysis, given in e for atoms 1 to 6: -0.3074, -0.1206, -0.1346, -0.1538, -0.0687, -0.1616